C23H25F3N2O3 | ωB97M-V/def2-TZVPD

The HOMO-LUMO gap is 9.427 eV. Its SMILES is COc1ccc(C(=O)N2CCC[C@@H](CCC(=O)NCc3ccc(F)c(F)c3)C2)cc1F.

Last column: natural (NBO) charge in e.
Cartesian coordinates (Å):
C (2.074, -5.114, -1.431)  -0.26
O (2.099, -4.716, -0.079)  -0.49
C (1.580, -3.515, 0.249)  0.32
C (1.110, -2.560, -0.647)  -0.30
C (0.573, -1.367, -0.195)  -0.18
C (0.510, -1.081, 1.161)  -0.16
C (-0.190, 0.155, 1.624)  0.70
O (-1.394, 0.289, 1.429)  -0.68
N (0.540, 1.097, 2.246)  -0.43
C (1.979, 1.125, 2.350)  -0.22
C (2.542, 2.269, 1.501)  -0.41
C (1.879, 3.602, 1.851)  -0.41
C (0.344, 3.549, 1.912)  -0.20
C (-0.380, 3.682, 0.560)  -0.40
C (0.038, 2.712, -0.552)  -0.50
C (-1.105, 2.402, -1.511)  0.69
O (-1.112, 2.744, -2.676)  -0.64
N (-2.107, 1.704, -0.930)  -0.64
C (-3.142, 1.065, -1.719)  -0.25
C (-2.708, -0.342, -2.045)  -0.02
C (-2.177, -0.650, -3.291)  -0.20
C (-1.672, -1.912, -3.552)  -0.27
C (-1.691, -2.871, -2.556)  0.29
F (-1.169, -4.092, -2.798)  -0.32
C (-2.217, -2.571, -1.306)  0.39
F (-2.217, -3.504, -0.338)  -0.32
C (-2.727, -1.313, -1.050)  -0.28
C (-0.094, 2.313, 2.710)  -0.23
C (0.991, -2.015, 2.074)  -0.25
C (1.512, -3.203, 1.615)  0.34
F (1.975, -4.097, 2.510)  -0.31
H (1.055, -5.119, -1.827)  0.19
H (2.706, -4.469, -2.050)  0.18
H (2.471, -6.127, -1.443)  0.20
H (1.149, -2.746, -1.708)  0.23
H (0.198, -0.653, -0.914)  0.23
H (2.245, 1.281, 3.402)  0.19
H (2.393, 0.172, 2.021)  0.23
H (2.403, 2.036, 0.446)  0.21
H (3.616, 2.344, 1.681)  0.22
H (2.241, 3.912, 2.836)  0.20
H (2.188, 4.363, 1.133)  0.22
H (0.015, 4.417, 2.496)  0.21
H (-0.239, 4.702, 0.196)  0.21
H (-1.448, 3.558, 0.755)  0.21
H (0.861, 3.129, -1.133)  0.23
H (0.350, 1.759, -0.133)  0.21
H (-1.957, 1.301, -0.008)  0.43
H (-4.071, 1.064, -1.144)  0.21
H (-3.268, 1.651, -2.632)  0.24
H (-2.143, 0.108, -4.057)  0.23
H (-1.256, -2.162, -4.515)  0.23
H (-3.102, -1.093, -0.063)  0.25
H (0.180, 2.451, 3.763)  0.20
H (-1.174, 2.173, 2.644)  0.24
H (0.942, -1.836, 3.137)  0.23


C23H25N10S2V | ωB97M-V/def2-TZVPD

The HOMO-LUMO gap (spin up / spin down) is 6.904 / 6.903 eV. As for the net charge: +2.

Last column: natural (NBO) charge in e.
Cartesian coordinates (Å):
V (1.180, -0.676, -0.009)  1.31
N (3.160, 2.230, -0.968)  -0.75
C (3.746, 1.092, -0.584)  0.31
N (3.115, -0.010, -0.210)  -0.58
C (4.026, -1.001, 0.149)  0.08
C (5.325, -0.657, 0.052)  -0.38
S (5.475, 0.965, -0.509)  0.49
C (3.465, -2.263, 0.582)  0.10
C (4.127, -3.335, 1.054)  -0.39
S (3.032, -4.608, 1.428)  0.50
C (1.707, -3.611, 0.933)  0.31
N (2.070, -2.395, 0.514)  -0.62
N (0.455, -4.079, 1.015)  -0.77
H (2.174, 2.267, -1.165)  0.42
H (3.730, 2.982, -1.316)  0.43
H (6.199, -1.252, 0.259)  0.27
H (5.188, -3.465, 1.194)  0.27
H (0.341, -5.039, 1.298)  0.42
H (-0.225, -3.729, 0.355)  0.42
C (0.649, 1.924, 4.698)  -0.16
C (-0.111, 2.704, 3.833)  -0.18
C (-0.149, 2.414, 2.482)  -0.20
C (0.580, 1.332, 1.993)  0.14
C (1.335, 0.541, 2.864)  -0.22
C (1.369, 0.841, 4.212)  -0.18
N (0.586, 0.958, 0.643)  -0.26
N (0.059, 1.711, -0.236)  -0.19
C (0.098, 1.217, -1.533)  0.09
C (-0.460, 1.980, -2.567)  -0.19
C (-0.422, 1.492, -3.857)  -0.20
C (0.155, 0.250, -4.133)  -0.13
C (0.699, -0.520, -3.112)  -0.22
C (0.684, -0.044, -1.811)  -0.31
H (0.681, 2.160, 5.753)  0.24
H (-0.677, 3.542, 4.217)  0.24
H (-0.735, 3.009, 1.795)  0.25
H (1.922, -0.294, 2.481)  0.19
H (1.963, 0.238, 4.885)  0.24
H (-0.907, 2.940, -2.336)  0.25
H (-0.853, 2.074, -4.661)  0.25
H (0.187, -0.120, -5.149)  0.24
H (1.129, -1.489, -3.335)  0.23
C (-3.800, 1.846, -0.124)  -0.62
C (-4.479, 0.568, -0.612)  -0.22
C (-4.179, 0.297, -2.085)  -0.62
C (-4.117, -0.643, 0.270)  -0.22
N (-2.779, -1.161, 0.007)  -0.13
C (-2.412, -2.218, -0.738)  0.20
N (-1.107, -2.318, -0.706)  -0.29
N (-0.692, -1.285, 0.048)  -0.16
N (-1.690, -0.580, 0.474)  0.01
H (-4.075, 2.681, -0.768)  0.23
H (-2.713, 1.748, -0.143)  0.20
H (-4.108, 2.093, 0.893)  0.22
H (-5.559, 0.682, -0.492)  0.23
H (-3.101, 0.249, -2.264)  0.19
H (-4.577, 1.107, -2.694)  0.24
H (-4.637, -0.633, -2.429)  0.22
H (-4.812, -1.462, 0.095)  0.24
H (-4.157, -0.358, 1.321)  0.25
H (-3.079, -2.890, -1.252)  0.26


C23H25N3O4S | ωB97M-V/def2-TZVPD

The HOMO-LUMO gap is 8.131 eV. Its SMILES is COc1ccc(/C=C/C(=O)NC(=S)N2C[C@H]3C[C@H](C2)c2cccc(=O)n2C3)cc1OC.

Last column: natural (NBO) charge in e.
Cartesian coordinates (Å):
C (-1.704, 1.838, 5.339)  -0.25
O (-1.848, 1.457, 3.993)  -0.50
C (-0.898, 0.658, 3.423)  0.24
C (0.242, 0.231, 4.100)  -0.29
C (1.192, -0.571, 3.499)  -0.18
C (1.013, -1.016, 2.192)  -0.11
C (2.023, -1.822, 1.538)  -0.08
C (1.830, -2.548, 0.427)  -0.34
C (2.945, -3.179, -0.288)  0.66
O (4.024, -3.438, 0.195)  -0.58
N (2.703, -3.470, -1.628)  -0.67
C (1.517, -3.331, -2.340)  0.28
S (0.860, -4.658, -3.067)  -0.19
N (0.947, -2.113, -2.429)  -0.44
C (-0.469, -2.079, -2.893)  -0.21
C (-0.716, -0.603, -2.749)  -0.20
C (0.287, 0.057, -3.723)  -0.42
C (1.260, 0.473, -2.659)  -0.23
C (1.724, -0.898, -2.049)  -0.24
C (0.421, 1.421, -1.781)  0.25
C (1.068, 2.295, -0.959)  -0.31
C (0.350, 3.279, -0.248)  -0.14
C (-0.986, 3.397, -0.424)  -0.31
C (-1.713, 2.490, -1.271)  0.62
O (-2.922, 2.507, -1.446)  -0.65
N (-0.953, 1.499, -1.901)  -0.40
C (-1.781, 0.438, -2.539)  -0.20
C (-0.132, -0.594, 1.517)  -0.24
C (-1.078, 0.247, 2.084)  0.34
O (-2.086, 0.582, 1.237)  -0.52
C (-3.130, 1.454, 1.623)  -0.25
H (-0.808, 2.447, 5.494)  0.18
H (-1.677, 0.969, 6.004)  0.18
H (-2.586, 2.435, 5.565)  0.20
H (0.401, 0.539, 5.120)  0.22
H (2.067, -0.870, 4.055)  0.21
H (3.022, -1.783, 1.954)  0.23
H (0.844, -2.691, 0.014)  0.21
H (3.330, -4.178, -1.997)  0.43
H (-0.535, -2.474, -3.910)  0.23
H (-1.071, -2.712, -2.235)  0.22
H (-0.318, -0.535, -1.726)  0.19
H (0.714, -0.642, -4.440)  0.22
H (-0.136, 0.899, -4.267)  0.22
H (2.146, 1.021, -2.991)  0.23
H (2.742, -1.094, -2.398)  0.23
H (1.772, -0.804, -0.959)  0.23
H (2.140, 2.238, -0.869)  0.22
H (0.885, 3.944, 0.414)  0.22
H (-1.572, 4.149, 0.081)  0.23
H (-2.259, 0.829, -3.440)  0.22
H (-2.561, 0.168, -1.822)  0.24
H (-0.317, -0.893, 0.498)  0.21
H (-2.744, 2.405, 1.990)  0.18
H (-3.702, 1.628, 0.712)  0.22
H (-3.768, 0.999, 2.383)  0.18


C23H25N5 | ωB97M-V/def2-TZVPD

The HOMO-LUMO gap is 9.113 eV. Its SMILES is c1cc[nH]c1.c1cc[nH]c1.c1ccncc1.c1ccncc1.c1ccncc1.

Last column: natural (NBO) charge in e.
Cartesian coordinates (Å):
C (0.219, 5.513, 2.266)  -0.31
C (-0.836, 6.461, 2.315)  -0.30
C (-1.872, 5.887, 3.007)  -0.08
N (-1.480, 4.628, 3.368)  -0.51
C (-0.208, 4.396, 2.930)  -0.08
H (1.194, 5.655, 1.832)  0.22
H (-0.849, 7.452, 1.893)  0.22
H (-2.828, 6.297, 3.282)  0.21
H (-2.066, 3.967, 3.844)  0.41
H (0.317, 3.471, 3.093)  0.21
C (2.054, -4.205, 0.150)  -0.32
C (3.411, -3.905, 0.433)  -0.31
C (4.170, -4.694, -0.399)  -0.08
N (3.317, -5.471, -1.126)  -0.50
C (2.020, -5.136, -0.854)  -0.08
H (1.216, -3.730, 0.637)  0.22
H (3.819, -3.237, 1.173)  0.22
H (5.227, -4.875, -0.508)  0.21
H (3.610, -6.203, -1.747)  0.41
H (1.191, -5.632, -1.325)  0.22
C (1.398, 0.503, 0.349)  -0.16
C (0.759, 1.675, 0.717)  -0.27
C (-0.617, 1.751, 0.566)  0.03
N (-1.366, 0.726, 0.152)  -0.43
C (-0.745, -0.414, -0.131)  0.03
C (0.634, -0.559, -0.102)  -0.26
H (2.476, 0.430, 0.395)  0.21
H (1.283, 2.580, 0.997)  0.22
H (-1.140, 2.698, 0.639)  0.20
H (-1.375, -1.209, -0.519)  0.19
H (1.124, -1.470, -0.424)  0.23
C (3.808, 0.554, -3.027)  -0.17
C (3.768, -0.481, -2.116)  -0.26
C (3.631, -1.779, -2.593)  0.03
N (3.508, -2.082, -3.882)  -0.42
C (3.542, -1.075, -4.747)  0.03
C (3.650, 0.254, -4.373)  -0.26
H (3.967, 1.574, -2.700)  0.22
H (3.868, -0.383, -1.045)  0.21
H (3.493, -2.603, -1.901)  0.21
H (3.446, -1.364, -5.789)  0.19
H (3.703, 1.047, -5.106)  0.22
C (-5.566, 0.457, 1.261)  -0.17
C (-6.896, 0.086, 1.175)  -0.26
C (-7.185, -1.214, 0.804)  0.03
N (-6.251, -2.126, 0.566)  -0.42
C (-4.973, -1.748, 0.631)  0.03
C (-4.576, -0.472, 0.991)  -0.26
H (-5.300, 1.486, 1.474)  0.21
H (-7.688, 0.808, 1.326)  0.22
H (-8.203, -1.558, 0.648)  0.19
H (-4.267, -2.553, 0.456)  0.19
H (-3.535, -0.179, 1.043)  0.24


Number 1: molar mass 434.46 u. Number 2: molar mass 556.60 u. Number 3: molar mass 439.54 u. Number 4: molar mass 371.49 u.